Below is a structure of composition C15H32N3O2PReSi, with properties calculated with ωB97M-V with the def2-TZVPD basis set.

Atoms and positions in Å:
Re  0.0230  -0.3458  -0.3111
Si  -0.4105  -1.2073  -2.4504
P  1.8139  0.8497  -1.0666
N  -0.9862  1.0883  -0.1286
H  -0.4378  -1.7773  -1.1110
C  2.8181  1.9174  0.0624
H  3.5151  2.5644  -0.4914
H  3.3599  1.2632  0.7571
H  2.1301  2.5567  0.6338
C  3.1967  0.0208  -1.9929
H  3.9286  0.7516  -2.3710
H  2.7837  -0.5346  -2.8450
H  3.7188  -0.6849  -1.3318
C  1.3621  2.1869  -2.2799
H  2.2600  2.6776  -2.6908
H  0.7585  2.9413  -1.7570
H  0.7743  1.7554  -3.0937
C  0.2383  -2.9924  -2.7176
H  0.0602  -3.5853  -1.8049
H  1.3131  -2.9690  -2.9214
H  -0.3211  -3.4384  -3.5412
H  -1.8824  -1.3282  -2.6033
H  0.1552  -0.4274  -3.5788
C  -1.8402  2.1085  -0.2090
C  -2.9083  4.0514  0.7476
C  -2.0322  2.9933  0.9006
C  -2.5323  2.3109  -1.4504
C  -3.3837  3.3940  -1.5616
C  -3.5731  4.2466  -0.4702
H  -3.0673  4.7119  1.6033
H  -1.4781  2.7559  1.8187
H  -2.3525  1.5622  -2.2351
H  -3.8996  3.5358  -2.5142
H  -4.2602  5.0749  -0.5668
C  2.5423  -1.9100  1.8579
O  2.1166  -0.7469  1.6459
C  1.7605  -2.7727  2.8044
H  1.8129  -3.8287  2.5687
H  0.7045  -2.4788  2.7014
H  2.0563  -2.6260  3.8427
C  3.3753  -2.5222  0.7505
H  4.3231  -1.9863  0.6156
H  2.8400  -2.4380  -0.2180
H  3.5491  -3.5881  0.9213
C  -1.2391  -0.0326  3.1894
N  -2.2525  -1.0013  2.7980
C  -2.2812  -1.6549  1.6183
N  -3.3034  -2.5809  1.5108
O  -1.4258  -1.4876  0.7008
H  -0.5727  0.2316  2.3696
H  -0.6385  -0.4361  4.0151
H  -1.7472  0.8739  3.5423
H  -2.9974  -1.2375  3.4512
H  -3.4231  -3.1505  0.6808
H  -4.0439  -2.6544  2.2053

Computed properties:
- HOMO-LUMO gap (spin up / spin down): 5.117 / 7.020 eV
- F_max: 3.94 eV Å⁻¹
- Spin multiplicity: 4